# 1
# H18O9

9 unconnected molecules or ions with the total composition H18O9 (ωB97M-V/def2-TZVPD, the OMol25 dataset).

* structure (SMILES): O.O.O.O.O.O.O.O.O
* molecular weight: 162.14 g/mol
* HOMO level: -10.827 eV

XYZ file:
```
27
Properties=species:S:1:pos:R:3:forces:R:3
O -1.509 1.736 -0.374 -0.924 -0.296 1.415
H -1.582 1.450 0.571 0.640 0.175 -0.921
H -2.349 2.220 -0.379 0.214 0.180 -0.510
O 3.098 -1.039 3.048 1.878 -0.004 -0.355
H 3.830 -0.761 2.422 -1.682 0.095 1.221
H 2.452 -0.337 3.197 0.910 0.305 -0.348
O -2.557 0.754 -3.771 1.967 -1.084 2.686
H -2.399 1.195 -2.885 -0.605 -0.036 -1.457
H -1.942 -0.016 -3.535 -1.257 1.124 -1.159
O -3.622 -2.059 0.943 -2.075 -1.917 0.821
H -3.059 -2.822 0.869 0.374 -0.345 -0.067
H -3.116 -1.328 0.737 1.729 2.289 -0.768
O 1.075 -2.504 -1.635 2.851 -0.509 1.485
H 0.644 -2.409 -0.783 -0.784 0.232 0.194
H 2.006 -2.688 -1.237 -2.065 0.422 -1.575
O 1.313 1.290 -2.240 -1.495 1.796 1.849
H 1.716 1.359 -3.072 0.918 -0.949 -1.487
H 1.371 0.492 -1.729 0.466 -0.875 -0.575
O -2.474 2.183 2.421 -0.231 0.044 0.782
H -2.402 2.861 3.100 0.495 0.684 -0.400
H -2.979 1.573 2.963 -0.303 -0.829 -0.377
O 1.017 -1.702 1.784 -1.320 -0.129 -0.632
H 0.936 -1.027 2.461 -0.382 -0.135 -0.227
H 1.892 -2.038 1.945 0.546 -0.171 0.194
O 3.387 1.230 -0.533 -0.774 -3.293 3.537
H 4.293 1.201 -0.359 1.778 0.902 -0.630
H 2.924 1.721 -1.136 -0.871 2.323 -2.697
```
Forces are in eV/Å.

# 2
# H18O9

9 unconnected molecules or ions with the total composition H18O9 (ωB97M-V/def2-TZVPD, the OMol25 dataset).

* structure (SMILES): O.O.O.O.O.O.O.O.O
* molecular weight: 162.13 g/mol
* HOMO level: -8.243 eV

XYZ file:
```
27
Properties=species:S:1:pos:R:3:forces:R:3
O -0.428 -0.306 -0.473 0.309 0.228 0.123
H -0.147 -0.373 0.447 -0.110 -0.077 -0.027
H -0.171 0.586 -0.732 0.011 0.079 0.070
O -0.376 -3.283 0.735 -0.050 0.167 0.259
H 0.417 -2.983 1.194 0.054 -0.106 -0.057
H -0.947 -3.606 1.441 0.031 -0.091 -0.115
O 3.490 0.958 -1.359 -0.409 8.959 -1.972
H 3.582 1.235 -2.277 0.086 0.673 -0.031
H 2.616 0.554 -1.322 0.505 1.315 -0.005
O 2.744 -0.701 4.426 0.147 0.192 0.142
H 2.446 0.087 3.958 -0.017 -0.140 -0.008
H 2.356 -0.613 5.304 0.060 -0.082 -0.126
O -0.124 -0.935 3.821 -0.273 -0.025 -0.066
H -0.819 -1.395 3.335 0.006 0.058 0.023
H -0.541 -0.699 4.658 0.035 -0.008 -0.058
O -2.438 1.672 -4.608 -0.139 0.190 -0.003
H -2.965 2.047 -5.322 0.098 -0.052 0.042
H -2.970 1.824 -3.819 0.054 -0.098 -0.053
O 3.435 -0.821 -1.098 -0.366 -9.399 1.894
H 2.745 -1.126 -1.698 0.058 -0.780 -0.061
H 3.213 -1.234 -0.256 0.066 -0.811 0.176
O -1.988 -0.994 -2.744 -0.167 -0.011 -0.142
H -1.607 -0.243 -2.275 -0.082 -0.334 -0.041
H -1.863 -1.735 -2.140 0.090 0.178 0.041
O -3.018 4.003 -0.072 -0.092 -0.028 0.175
H -2.874 4.615 0.659 0.035 -0.015 -0.107
H -3.767 3.468 0.214 0.060 0.022 -0.075
```
Forces are in eV/Å.

# 3
# H18O9Sr

A molecular structure, H18O9Sr (ωB97M-V/def2-TZVPD, the OMol25 dataset).

* molecular weight: 249.76 g/mol
* HOMO level: -18.193 eV
* total charge: +2

XYZ file:
```
28
Properties=species:S:1:pos:R:3:forces:R:3
Sr -0.111 0.028 0.113 0.099 -0.384 -0.401
O -1.039 -0.696 -2.517 0.194 -0.093 -0.241
H -1.209 -1.628 -2.712 0.017 0.149 0.008
H -1.296 -0.226 -3.323 0.001 -0.049 0.173
O 2.096 -0.632 -1.228 0.095 0.114 -0.306
H 2.112 -0.444 -2.179 0.036 -0.075 0.176
H 2.989 -0.944 -1.027 -0.162 -0.014 -0.028
O 1.568 -1.570 1.592 0.112 -0.173 -0.038
H 1.391 -2.516 1.689 0.067 0.139 -0.088
H 2.531 -1.497 1.604 -0.128 0.006 0.263
O -1.166 -0.457 2.308 0.295 0.003 0.435
H -1.027 0.376 2.780 -0.319 -0.146 0.220
H -0.786 -1.133 2.890 -0.142 0.155 -0.042
O -1.083 2.367 1.020 0.237 0.126 -0.105
H -1.402 2.967 0.331 -0.192 -0.003 0.276
H -0.618 2.930 1.654 -0.231 -0.002 -0.110
O -0.281 -2.508 -0.383 -0.159 -0.573 -0.203
H 0.304 -2.863 -1.068 -0.014 0.063 0.216
H -0.825 -3.260 -0.101 0.035 0.205 -0.052
O 0.043 1.955 -1.583 0.331 0.331 -0.181
H 0.471 1.987 -2.451 -0.191 -0.008 0.102
H 0.217 2.825 -1.199 0.067 -0.074 -0.137
O 1.731 1.306 1.589 0.231 0.266 -0.182
H 1.812 1.930 2.324 0.038 -0.178 -0.055
H 2.588 1.351 1.140 -0.116 0.061 0.146
O -2.648 0.028 -0.280 -0.300 0.355 0.001
H -3.212 -0.516 -0.845 0.141 0.064 0.032
H -3.150 0.843 -0.135 -0.043 -0.264 0.124
```
Forces are in eV/Å.

# 4
# H19O10

10 unconnected molecules or ions with the total composition H19O10 (ωB97M-V/def2-TZVPD, the OMol25 dataset).

* molecular weight: 179.14 g/mol
* HOMO level: -5.652 eV
* total charge: -1

XYZ file:
```
29
Properties=species:S:1:pos:R:3:forces:R:3
O -1.180 -0.065 0.313 -2.186 0.333 0.275
H -2.046 -0.079 -0.192 1.023 -0.825 0.831
H 2.673 0.013 1.085 -1.117 -1.879 2.990
O 2.856 1.160 -2.726 0.967 -2.313 1.107
H 2.825 1.029 -1.744 0.062 0.478 -1.277
H -0.860 -0.757 3.388 1.028 -6.607 1.021
O 2.639 0.438 0.292 2.200 2.436 -4.165
H 2.576 2.009 -2.966 -0.667 1.869 0.020
H 1.846 0.559 -0.235 -1.324 -0.855 0.908
O 0.511 2.007 1.070 -2.702 -0.193 -2.629
H -1.028 -0.186 -1.921 -2.598 2.322 -0.475
H -0.805 0.650 -0.210 0.897 -0.402 -0.222
O -2.094 -0.152 -2.168 1.290 -0.214 0.878
H 0.767 -2.389 1.370 -0.161 0.096 -0.067
H 0.068 1.973 0.094 2.245 0.403 3.093
O 0.308 -1.911 -1.512 -2.767 -3.374 -0.127
H 1.102 -2.364 -1.364 1.757 0.681 0.004
H -0.013 -1.024 -1.673 2.484 1.187 0.606
O -3.620 0.627 1.246 -4.141 7.723 -4.655
H -2.919 1.244 1.020 0.276 -0.758 0.527
H -3.383 -0.066 1.670 3.389 -6.796 4.413
O 1.318 -2.837 2.021 2.575 0.428 -3.662
H 0.841 -2.941 2.770 -2.464 -0.410 3.554
H -2.005 -0.722 -2.904 -0.699 -1.066 -1.425
O 0.145 0.594 -1.638 1.991 0.894 -1.153
H 0.708 0.720 -2.445 -0.855 -0.054 1.149
O -0.983 0.084 3.223 -0.918 6.924 -1.787
H 1.301 2.528 1.030 0.574 0.336 -0.445
H -0.833 0.249 2.257 -0.157 -0.364 0.715
```
Forces are in eV/Å.

# 5
# H19O10

10 unconnected molecules or ions with the total composition H19O10 (ωB97M-V/def2-TZVPD, the OMol25 dataset).

* molecular weight: 179.14 g/mol
* HOMO level: -5.922 eV
* total charge: -1

XYZ file:
```
29
Properties=species:S:1:pos:R:3:forces:R:3
O 0.038 0.416 -0.716 1.473 -0.296 1.293
H 0.434 -0.074 0.032 -1.005 0.599 -0.077
O -0.163 2.495 0.900 1.311 0.858 0.910
H -0.064 1.711 0.302 0.132 0.220 -0.569
H 0.720 2.678 1.322 -1.302 -0.306 -0.943
O -1.780 1.827 -1.996 -0.479 -0.650 -0.236
H -1.057 1.256 -1.635 -1.228 0.487 -0.398
H -2.562 1.237 -2.097 1.041 0.458 0.335
O -0.386 -1.604 -2.281 -0.024 -0.520 -1.272
H -0.120 -2.324 -1.731 0.066 -0.923 0.418
H -0.200 -0.843 -1.724 -0.254 0.798 0.172
O 1.120 -2.025 1.104 1.091 -0.675 1.171
H 1.833 -2.375 1.695 -0.912 0.489 -0.917
H 1.575 -1.482 0.444 0.582 -0.305 -0.250
O -0.348 0.502 2.609 -1.016 -1.449 1.533
H -0.312 1.145 1.921 -0.144 1.267 -0.807
H 0.531 0.277 2.863 0.938 -0.184 0.094
O -2.268 -0.605 0.032 0.727 0.689 -0.113
H -2.025 -1.203 0.758 -0.294 0.192 -0.185
H -1.399 -0.137 -0.179 -1.628 -0.674 0.170
O -1.445 -2.468 1.735 -1.087 -0.911 1.060
H -1.473 -2.470 2.704 0.107 0.206 -0.500
H -0.527 -2.485 1.481 0.791 0.226 -0.117
O 1.233 2.522 -2.036 1.373 -1.831 -1.250
H 0.830 1.723 -1.650 0.266 -0.188 -0.205
H 0.840 3.177 -1.529 -1.248 2.203 1.381
O 2.472 -0.597 -0.937 2.532 -1.234 0.545
H 1.560 -0.370 -0.925 -1.619 1.280 -0.994
H 2.943 0.099 -0.467 -0.190 0.175 -0.247
```
Forces are in eV/Å.

# 6
# H19O10

A molecular structure, H19O10 (ωB97M-V/def2-TZVPD, the OMol25 dataset).

* molecular weight: 179.14 g/mol
* HOMO level: -7.127 eV
* total charge: -1

XYZ file:
```
29
Properties=species:S:1:pos:R:3:forces:R:3
O -2.883 1.812 -2.045 0.514 0.115 0.478
H -2.044 1.678 -1.522 -0.482 0.375 -0.620
H -3.500 1.923 -1.311 -0.185 -0.112 -0.362
O 2.961 1.278 1.114 0.695 0.326 -0.339
H 2.503 1.560 0.286 -0.184 -0.551 0.100
H 3.276 0.392 0.911 -0.060 -0.216 -0.046
O -0.532 -2.769 -0.423 0.266 -0.079 0.083
H -0.768 -2.698 -1.357 0.094 0.196 0.096
H -0.480 -1.856 -0.119 -0.057 0.134 -0.310
O -0.847 1.431 -0.338 0.065 -0.025 0.157
H -2.130 0.379 -0.246 -1.000 -0.546 0.796
H -1.066 1.398 0.600 0.580 0.175 -0.038
O -2.877 -0.065 0.265 0.276 0.028 -0.198
H 2.487 -2.343 0.287 -0.138 0.008 -0.026
H -3.284 0.608 0.827 0.220 -0.136 -0.220
O 1.782 1.657 3.333 0.003 -0.473 -1.139
H 1.183 2.236 2.845 -0.161 0.191 0.466
H 2.226 1.267 2.497 -0.223 0.604 1.331
O 1.449 1.027 -0.985 0.178 -0.348 -0.504
H 0.224 1.208 -0.567 0.033 0.472 -0.063
H 1.595 1.316 -1.898 0.000 0.222 0.430
O 2.979 -1.525 0.178 0.087 0.156 -0.242
H 2.479 -1.001 -0.471 -0.086 0.020 0.117
H -1.531 -2.092 2.340 -0.637 0.032 0.489
O -1.879 -2.957 2.078 1.202 0.501 -0.265
H -1.247 -3.080 1.340 -0.807 -0.698 -0.080
O 0.105 -0.595 -2.705 -0.135 -0.083 0.070
H 0.516 -0.069 -1.974 -0.080 -0.286 -0.246
H -0.699 -0.119 -2.941 0.021 -0.004 0.086
```
Forces are in eV/Å.

# 7
# H19O13S

10 unconnected molecules or ions with the total composition H19O13S (ωB97M-V/def2-TZVPD, the OMol25 dataset).

* molecular weight: 259.21 g/mol
* HOMO level: -3.448 eV
* total charge: -1

XYZ file:
```
33
Properties=species:S:1:pos:R:3:forces:R:3
O 0.776 -0.102 -0.123 0.719 -10.698 6.373
H 0.834 -0.818 -0.834 0.546 -0.018 0.575
H -0.103 -0.536 0.406 2.140 1.859 -1.485
H 0.482 0.519 -0.625 -4.299 9.269 -6.008
S -1.126 2.199 -2.319 -3.443 2.368 -1.955
O -0.028 1.867 -1.511 6.160 -3.153 4.868
O -1.965 3.119 -1.634 -1.811 2.325 1.721
O -0.579 2.751 -3.502 0.872 0.976 -3.625
O -1.881 0.994 -2.522 -1.949 -3.946 -1.224
O 2.288 -2.615 0.547 3.506 0.339 -1.983
H 1.503 -2.943 0.846 -3.415 -1.224 1.481
H 2.569 -3.268 -0.127 -0.059 0.644 0.505
O 3.498 -0.004 0.872 0.837 0.045 -0.299
H 3.558 -0.880 0.444 -0.684 0.714 0.852
H 2.782 0.038 1.517 0.079 -0.478 -0.484
O 0.674 -2.229 -2.033 1.058 4.645 0.228
H 0.305 -1.852 -2.838 -0.322 -0.457 -0.088
H 0.576 -3.112 -1.908 -0.840 -3.818 -0.137
O -3.518 -0.683 1.817 3.878 -1.850 -0.249
H -2.463 -0.592 1.459 -4.602 -0.362 1.108
H -3.561 -1.647 2.137 0.172 2.210 -0.727
O -0.580 -1.332 2.147 -1.910 -2.952 -8.820
H -0.380 -0.877 2.825 2.225 5.160 7.906
H -0.609 -2.235 2.325 -0.137 -2.114 0.769
O -0.433 2.748 2.191 3.347 -4.428 1.778
H -1.014 3.421 2.246 -2.887 3.146 -1.105
H -0.138 2.353 1.365 -0.453 1.368 -0.580
O 1.485 2.929 0.133 0.215 0.086 0.319
H 1.107 2.562 -0.689 -1.575 0.520 -0.449
H 2.342 2.575 -0.020 1.754 -0.206 0.578
O -2.007 -0.675 -0.564 1.248 0.977 2.467
H -2.290 -0.102 -1.290 0.267 1.115 -1.428
H -2.104 -1.573 -0.737 -0.639 -2.062 -0.882
```
Forces are in eV/Å.

# 8
# H19O9

9 unconnected molecules or ions with the total composition H19O9 (ωB97M-V/def2-TZVPD, the OMol25 dataset).

* molecular weight: 163.14 g/mol
* HOMO level: -14.447 eV
* total charge: +1

XYZ file:
```
28
Properties=species:S:1:pos:R:3:forces:R:3
O -0.668 3.075 1.651 0.298 -0.346 -0.374
H -1.490 3.495 1.395 -0.136 0.154 0.095
H -0.276 3.632 2.328 -0.049 0.121 0.087
O 0.713 1.821 -0.980 -0.293 -0.908 -0.003
H 1.187 0.295 -0.495 0.291 -0.667 -0.780
O 0.232 -0.036 3.033 1.229 0.051 0.080
H 0.504 -0.192 3.949 -0.377 0.097 0.089
H 1.068 0.344 2.683 -0.827 -0.275 -0.044
O -1.349 2.594 -2.938 -0.277 -0.522 0.091
H -0.787 3.225 -3.388 -0.080 0.316 -0.005
H -1.960 3.070 -2.365 0.217 0.125 -0.262
O 1.622 -0.599 -0.600 -0.054 -0.458 1.182
H 1.034 -1.875 -0.233 0.155 0.261 0.080
H 1.640 -0.810 -1.529 -0.100 0.468 -0.781
O -0.680 -0.334 -2.555 -0.076 0.539 -1.133
H -0.887 0.618 -2.637 0.119 0.008 0.394
H -0.699 -0.584 -3.490 0.016 -0.255 0.129
O 0.676 -3.052 2.564 -0.055 0.028 0.014
H 0.851 -3.706 3.244 0.042 -0.169 0.034
H 0.254 -2.301 3.009 0.106 0.099 -0.345
O -1.281 -1.656 -0.409 -1.216 0.582 0.354
H -1.552 -1.763 -1.326 0.312 -0.294 -0.395
H -1.692 -0.784 -0.270 0.382 -0.409 0.534
O 0.839 -2.917 -0.093 -0.461 -0.861 1.838
H 1.054 -3.145 0.861 1.205 0.298 -0.074
H -0.114 -2.985 0.160 -0.485 0.673 -1.441
H 0.429 2.181 -0.141 -0.072 0.915 0.401
H 1.334 2.389 -1.430 0.188 0.429 0.234
```
Forces are in eV/Å.

# 9
# H19O9

9 unconnected molecules or ions with the total composition H19O9 (ωB97M-V/def2-TZVPD, the OMol25 dataset).

* molecular weight: 163.14 g/mol
* HOMO level: -13.773 eV
* total charge: +1

XYZ file:
```
28
Properties=species:S:1:pos:R:3:forces:R:3
O 3.322 0.805 0.463 0.156 -0.322 -1.232
H 2.845 1.443 -0.102 -0.359 0.309 0.184
H 3.938 0.476 -0.214 0.241 -0.092 0.528
O 1.719 -0.461 1.902 0.955 -1.546 -1.144
H -0.991 -0.483 3.632 -0.120 -0.043 -0.224
O 0.344 1.680 1.501 0.589 -1.620 -0.672
H 1.154 0.389 1.844 0.015 0.544 -0.424
H -0.373 1.363 2.070 0.089 1.308 0.182
O 0.846 -2.769 -3.218 1.517 -0.240 -0.280
H 0.610 -2.408 -2.366 -0.912 -0.025 -0.167
H 0.174 -2.818 -3.896 -0.595 0.169 0.459
O -3.724 -1.353 0.516 -1.060 -0.234 0.905
H -4.515 -1.273 1.105 0.963 0.176 -0.726
H -3.758 -2.291 0.282 0.232 0.185 -0.236
O -0.099 -0.249 3.342 -0.787 -0.364 1.575
H 0.702 2.566 1.579 -0.616 0.186 0.589
H 0.384 -0.247 4.192 -0.067 0.166 -0.541
O 1.924 2.487 -1.568 0.309 -0.347 1.720
H 2.288 3.251 -2.014 -0.229 -0.231 -0.745
H 1.478 1.831 -2.099 -0.004 0.458 -0.795
O -1.763 -1.176 -2.194 1.166 1.297 -0.603
H -1.611 -0.187 -2.091 -0.676 -1.334 0.319
H -1.045 -1.328 -2.819 -0.200 -0.706 -0.229
O -2.113 0.954 -0.929 0.852 1.023 0.234
H -2.478 0.131 -0.592 -0.865 0.042 0.032
H -2.733 1.449 -1.474 -0.417 -0.366 0.334
H 2.316 -0.530 1.073 -0.433 0.837 1.065
H 1.158 -1.253 2.075 0.255 0.768 -0.109
```
Forces are in eV/Å.

# 10
# H2

2 unconnected molecules or ions with the total composition H2 (ωB97M-V/def2-TZVPD, the OMol25 dataset).

* molecular weight: 2.02 g/mol
* HOMO level: -9.511 eV

XYZ file:
```
2
Properties=species:S:1:pos:R:3:forces:R:3
H 0.000 0.000 1.343 0.000 0.000 -1.788
H 0.000 0.000 -1.343 0.000 0.000 1.788
```
Forces are in eV/Å.

# 11
# H2

2 unconnected molecules or ions with the total composition H2 (ωB97M-V/def2-TZVPD, the OMol25 dataset).

* molecular weight: 2.02 g/mol
* HOMO level: -13.226 eV

XYZ file:
```
2
Properties=species:S:1:pos:R:3:forces:R:3
H -0.367 0.268 0.183 3.311 -2.419 -1.648
H 0.367 -0.268 -0.183 -3.311 2.419 1.648
```
Forces are in eV/Å.

# 12
# H2

2 unconnected molecules or ions with the total composition H2 (ωB97M-V/def2-TZVPD, the OMol25 dataset).

* molecular weight: 2.02 g/mol
* HOMO level: -9.261 eV

XYZ file:
```
2
Properties=species:S:1:pos:R:3:forces:R:3
H 0.000 0.000 1.471 0.000 0.000 -1.484
H 0.000 0.000 -1.471 0.000 0.000 1.484
```
Forces are in eV/Å.

Per-record ΔE to the lowest compared entry with this formula, charge and spin, kcal per mole: 94.5, 149.1, 6.1, 102.7, 30.6, 13.3, 57.4, 36.8, 64.5, 153.0, 15.3, 162.6
Per-record Kohn-Sham gap, hartree: 0.3952, 0.2973, 0.4409, 0.3234, 0.3096, 0.3725, 0.1644, 0.4338, 0.3894, 0.2190, 0.5547, 0.1983
Per-record maximum force, eV Å⁻¹: 4.9, 9.6, 0.6, 9.9, 2.9, 1.5, 12.5, 2.1, 2.1, 1.8, 4.4, 1.5